{"formula": "C42H36Cl5MoN7O4S", "method": "the ωB97M-V functional and the def2-TZVPD basis", "charge": 2, "e_homo_ha": [-0.465, -0.470], "spin_multiplicity": 3, "elements": ["Mo", "Cl", "C", "C", "C", "N", "C", "O", "C", "C", "C", "C", "C", "N", "C", "C", "C", "Cl", "N", "C", "O", "C", "C", "C", "C", "C", "N", "H", "H", "H", "H", "H", "H", "H", "H", "H", "H", "N", "C", "C", "C", "C", "C", "C", "H", "H", "H", "H", "H", "H", "H", "Cl", "C", "C", "C", "C", "C", "C", "N", "C", "C", "N", "C", "O", "C", "C", "C", "Cl", "S", "C", "C", "C", "Cl", "C", "H", "H", "H", "H", "H", "H", "H", "H", "H", "H", "H", "H", "H", "C", "C", "O", "H", "H", "H", "H", "H", "H"], "xyz": [[-0.039095, 0.313013, -0.189598], [6.406880, -1.999948, 0.556177], [5.027373, -0.974598, 0.603958], [3.776132, -1.543027, 0.397484], [2.654928, -0.730449, 0.414408], [1.313999, -1.141035, 0.178749], [0.993789, -2.453596, -0.059910], [1.697739, -3.421957, 0.114322], [-0.380455, -2.606477, -0.653731], [-0.896216, -3.854920, -0.925556], [-2.165197, -3.941768, -1.476840], [-2.867683, -2.771861, -1.722441], [-2.279197, -1.556800, -1.428791], [-1.043408, -1.462772, -0.914898], [2.779550, 0.641810, 0.648497], [4.025490, 1.206002, 0.866699], [5.151873, 0.393087, 0.838792], [6.688873, 1.118262, 1.090502], [1.538460, 1.314526, 0.669033], [1.417021, 2.640705, 0.982884], [2.287076, 3.471966, 1.110221], [-0.030160, 2.970759, 1.235284], [-0.428875, 4.134409, 1.862904], [-1.763749, 4.272217, 2.205814], [-2.648427, 3.236741, 1.917763], [-2.175060, 2.113338, 1.272180], [-0.887727, 1.993939, 0.913410], [3.697342, -2.607057, 0.235948], [-0.290992, -4.721569, -0.698948], [-2.601736, -4.904180, -1.703600], [-3.860904, -2.788579, -2.147046], [-2.798267, -0.637350, -1.629014], [4.134048, 2.264931, 1.040094], [0.319414, 4.880720, 2.091482], [-2.112117, 5.163379, 2.708851], [-3.690740, 3.295047, 2.193484], [-2.830465, 1.284486, 1.025318], [-1.448736, 1.641285, -1.667694], [-2.081667, 1.291795, -2.934943], [-1.337012, 1.018929, -4.070089], [-2.001591, 0.675097, -5.238921], [-3.386429, 0.609847, -5.281772], [-4.122591, 0.906389, -4.145501], [-3.469672, 1.254027, -2.972699], [-2.164056, 2.089844, -1.096579], [-0.759448, 2.372806, -1.843635], [-0.257730, 1.072053, -4.052941], [-1.431875, 0.454345, -6.128530], [-3.888289, 0.343695, -6.200272], [-5.202991, 0.884783, -4.171650], [-4.048560, 1.512792, -2.091760], [1.801248, 3.530586, -8.853050], [2.209246, 2.191117, -7.843622], [1.215585, 1.542254, -7.127155], [1.549962, 0.464520, -6.324219], [2.862648, 0.014338, -6.228819], [3.236599, -1.143480, -5.330996], [3.804632, -0.671968, -4.004671], [2.830610, 0.131266, -3.270438], [2.787142, 1.501944, -3.165637], [1.751199, 1.786666, -2.341534], [1.132777, 0.598904, -1.968289], [1.832541, -0.367750, -2.550984], [2.148935, -1.978384, -4.978346], [1.828510, -3.044313, -5.885042], [0.687269, -2.720721, -6.797116], [-0.610431, -2.664208, -6.384923], [-1.169545, -2.919069, -4.775027], [-1.702956, -2.296672, -7.648903], [-0.415386, -2.205984, -8.775032], [0.787102, -2.452047, -8.194062], [3.835687, 0.695902, -6.955473], [5.498710, 0.196574, -6.868149], [3.527486, 1.776312, -7.764765], [0.193948, 1.876154, -7.224026], [0.782026, -0.069592, -5.780254], [4.033897, -1.728007, -5.806357], [4.716088, -0.087850, -4.125084], [4.022781, -1.550712, -3.398432], [3.504252, 2.138642, -3.650848], [1.434528, 2.752131, -1.985108], [1.639787, -1.425004, -2.489879], [1.564492, -3.892430, -5.251790], [2.713675, -3.317108, -6.464529], [-0.623892, -1.987926, -9.808125], [1.721317, -2.450350, -8.735113], [4.299903, 2.278481, -8.327997], [-2.152527, -1.455350, 3.601264], [-1.688394, -1.545572, 2.169570], [-0.786369, -0.445432, 1.858958], [-2.858189, -2.258990, 3.806289], [-2.646281, -0.504224, 3.795952], [-1.318389, -1.566182, 4.294724], [-2.514981, -1.446098, 1.466056], [-1.174517, -2.488816, 1.971936], [-0.026845, -0.489341, 2.459811]], "forces_ev_per_a": [[0.1, 0.2, 0.2], [0.0, 0.0, 0.0], [0.0, 0.0, 0.0], [0.1, -0.1, 0.0], [-0.1, -0.1, 0.0], [0.1, 0.0, -0.1], [0.0, -0.2, 0.0], [-0.1, 0.0, 0.0], [0.1, 0.1, 0.0], [0.0, 0.0, 0.0], [0.0, 0.0, 0.0], [0.0, 0.0, 0.0], [0.1, -0.1, 0.0], [-0.3, -0.5, -0.1], [-0.1, 0.1, 0.0], [0.1, 0.0, 0.0], [0.0, 0.0, 0.0], [0.0, 0.0, 0.0], [0.0, 0.0, 0.0], [0.0, 0.1, 0.1], [-0.1, -0.1, 0.0], [0.1, -0.1, 0.0], [0.0, 0.0, 0.0], [0.0, 0.0, 0.0], [0.0, 0.0, 0.0], [0.0, 0.1, 0.0], [-0.1, 0.4, 0.1], [0.0, 0.1, 0.0], [0.0, 0.0, 0.0], [0.0, 0.0, 0.0], [0.0, 0.0, 0.0], [-0.1, 0.1, 0.0], [0.0, -0.1, 0.0], [0.0, 0.0, 0.0], [0.0, 0.0, 0.0], [0.0, 0.0, 0.0], [0.0, 0.0, 0.0], [0.1, -0.1, 0.1], [-0.1, 0.0, 0.1], [0.0, -0.1, 0.1], [0.0, 0.0, 0.0], [0.1, 0.0, 0.0], [0.0, 0.0, 0.0], [0.0, 0.0, 0.0], [0.1, 0.0, -0.1], [-0.1, 0.0, 0.0], [0.0, 0.0, 0.0], [0.1, 0.0, -0.1], [0.0, 0.0, 0.0], [0.0, 0.0, 0.0], [0.0, 0.0, 0.0], [0.0, 0.0, 0.0], [0.0, 0.0, 0.0], [0.0, 0.0, 0.0], [0.1, 0.0, -0.1], [0.0, 0.0, 0.0], [0.0, -0.2, -0.2], [0.1, 0.0, 0.2], [0.1, 0.1, 0.0], [0.0, 0.0, 0.1], [-0.1, 0.0, -0.1], [0.3, 0.2, 0.1], [-0.2, -0.2, -0.1], [0.0, 0.1, -0.1], [0.1, 0.0, 0.0], [0.0, 0.0, 0.0], [0.1, 0.0, 0.0], [0.0, 0.0, 0.0], [0.0, 0.0, 0.0], [0.0, 0.0, 0.0], [-0.1, 0.0, 0.1], [0.0, 0.0, 0.0], [0.0, 0.0, 0.0], [0.0, 0.0, 0.0], [-0.1, 0.0, 0.0], [0.0, -0.1, 0.0], [-0.1, 0.0, 0.0], [-0.1, 0.0, -0.1], [0.1, 0.1, 0.0], [0.0, 0.0, 0.0], [0.0, 0.0, 0.0], [0.0, 0.0, 0.0], [0.0, 0.0, 0.0], [0.0, 0.0, 0.0], [0.0, 0.0, -0.1], [0.0, 0.0, 0.0], [0.0, 0.0, 0.0], [0.0, 0.0, 0.0], [0.0, -0.1, 0.0], [0.0, 0.1, -0.2], [0.0, 0.0, 0.0], [0.0, 0.0, 0.0], [0.0, 0.0, 0.0], [0.0, 0.0, 0.0], [0.0, 0.0, 0.0], [-0.1, 0.0, -0.1]]}